Molecular formula: C6H10Br6Cl4
Method: DFT, ωB97M-V/def2-TZVPD

Output
- net charge = 0
- calculated total energy (eV) = -476727.9451
- HOMO-LUMO gap (eV) = 9.79
- spin multiplicity = 1
- LUMO (eV) = -0.63

Atoms and positions in Å:
Cl -2.3416 -0.8433 -0.4901
C -0.9743 -1.1985 -1.5313
C 0.4059 -0.7661 -0.9346
Cl 0.5550 0.9830 -0.8590
H -1.0315 -0.7195 -2.5279
H -0.9495 -2.2912 -1.6365
H 1.2674 -1.0683 -1.5183
H 0.6979 -1.0529 0.0811
Cl -4.4456 2.3141 -0.0806
C -2.7061 2.5154 0.4006
C -1.9671 3.8202 0.0551
Cl -2.8589 5.2182 0.6724
H -2.1518 1.7049 -0.1244
H -2.6400 2.1794 1.4432
H -2.0189 4.0010 -1.0214
H -1.0016 3.8228 0.5100
C 2.1563 0.6008 2.7627
Br 0.3252 -0.0465 2.7689
Br 3.4501 -0.7259 3.3782
Br 2.3865 2.3498 3.4650
H 2.4345 0.8547 1.7089
C 2.2703 -4.3974 -1.2951
Br 0.8298 -4.2778 -0.0889
Br 4.0252 -4.1609 -0.4962
Br 2.0139 -3.4031 -2.9751
H 2.2687 -5.4129 -1.6666

Here are the natural (NBO) charges for atoms 1 to 8, given in e: -0.025 -0.414 -0.411 -0.077 0.229 0.231 0.230 0.231

Molecular formula: C6H10BrFNO3P
Method: DFT, ωB97M-V/def2-TZVPD

Output
- net charge = 0
- relative energy (zero: lowest compared OMol25 entry of this formula, charge and spin) (kcal per mole) = 66.1
- calculated total energy (eV) = -96062.7263
- HOMO-LUMO gap (alpha / beta) (eV) = 7.88 / 7.23
- spin multiplicity = 1
- LUMO (alpha / beta) (eV) = -1.22 / -1.48

Atoms and positions in Å:
C -1.8032 -1.7226 1.7391
C 2.3130 1.4213 1.7093
C -0.9701 -0.2889 -2.9045
C 1.0152 0.8589 2.3403
C 0.1499 0.6083 -2.3763
C -2.3914 -1.6865 0.4725
N -1.2388 -1.5754 2.7289
O 1.0496 -1.0310 0.0775
O -0.0665 0.9146 1.4382
O -0.1237 1.0408 -1.0288
F -3.5083 -1.0556 0.0291
P -0.0441 -0.0513 0.1411
Br -1.9532 -3.2046 -0.6225
H 3.1105 1.0502 2.4371
H 2.4702 1.0330 0.6019
H 2.3724 2.4849 1.5814
H -2.0652 0.1418 -2.6704
H -0.8002 -0.4652 -3.9094
H -0.9732 -1.3441 -2.4313
H 0.8143 1.3915 3.2297
H 1.2042 -0.1230 2.6815
H 0.2073 1.5623 -2.8644
H 1.2312 0.0409 -2.4002

Here are the natural (NBO) charges for atoms 1 to 8, given in e: 0.107 -0.637 -0.654 -0.068 -0.078 0.168 -0.259 -1.052

Molecular formula: C6H10Cl2
Method: DFT, ωB97M-V/def2-TZVPD

Output
- net charge = 0
- relative energy (zero: lowest compared OMol25 entry of this formula, charge and spin) (kcal per mole) = 5.1
- calculated total energy (eV) = -31428.8202
- HOMO-LUMO gap (eV) = 11.40
- spin multiplicity = 1
- LUMO (eV) = 0.95

Atoms and positions in Å:
C -1.9524 -1.0832 -0.8631
C -1.2816 -0.0179 -0.0085
C 0.1409 0.3360 -0.4573
C 0.7820 1.5153 0.3152
C 1.5921 0.5082 1.1678
C 1.2885 -0.5595 0.0913
H -2.9658 -1.2647 -0.5356
H -1.4159 -2.0162 -0.8716
H -2.0080 -0.7751 -1.9094
H -1.8574 0.9461 -0.0612
H -1.2507 -0.3330 1.0530
H 0.1780 0.3828 -1.5655
H 1.4220 2.1290 -0.2940
H 0.0632 2.1420 0.8783
H 2.6557 0.7029 1.3464
H 1.0748 0.2605 2.0815
Cl 0.9117 -2.1872 0.7161
Cl 2.6230 -0.6860 -1.0833

Here are the natural (NBO) charges for atoms 1 to 8, given in e: -0.611 -0.398 -0.251 -0.401 -0.436 -0.006 0.213 0.218

Molecular formula: C6H10Cl2N2Si
Method: DFT, ωB97M-V/def2-TZVPD

Output
- net charge = 0
- calculated total energy (eV) = -42281.7039
- HOMO-LUMO gap (alpha / beta) (eV) = 6.31 / 5.90
- spin multiplicity = 1
- LUMO (alpha / beta) (eV) = -2.20 / -2.48

Atoms and positions in Å:
C -2.7375 -1.1104 0.7864
C -4.7444 -0.3142 -0.2418
C -4.6650 0.9769 -0.1397
C -0.2900 0.5193 -1.8904
C 0.8116 -1.5249 0.1494
C 0.5194 1.3852 1.3354
N -4.0238 -1.1174 0.5984
N -1.9319 -0.1851 0.3899
Si -0.2701 0.1331 0.0359
Cl -5.8918 -1.0982 -1.2550
Cl -4.5073 2.3033 0.7501
H -2.2354 -1.9121 1.3528
H 0.6283 0.7264 -2.1784
H -0.5524 -0.3269 -2.3578
H -1.0701 1.3624 -2.0489
H 1.6015 -1.4986 0.9987
H 0.1765 -2.4166 0.4435
H 1.2567 -1.7718 -0.7389
H 0.3321 0.8376 2.3557
H 1.5069 1.5426 1.0389
H 0.1262 2.2941 1.2643

Here are the natural (NBO) charges for atoms 1 to 8, given in e: 0.296 0.064 0.089 -1.023 -1.097 -1.040 -0.478 -1.004

Molecular formula: C6H10Cl2N3O2P
Method: DFT, ωB97M-V/def2-TZVPD

Output
- net charge = 0
- calculated total energy (eV) = -49281.4069
- HOMO-LUMO gap (eV) = 9.74
- spin multiplicity = 1
- LUMO (eV) = 0.56

Atoms and positions in Å:
C -1.7826 -1.2953 -2.1749
C -1.5301 -0.6339 -4.0880
C -1.1298 2.7666 0.0514
C 2.2464 -2.1702 0.3902
C -2.0643 1.6523 0.4750
C 0.7808 -2.5272 0.5817
N -2.3241 -1.3972 -3.3490
N -0.7013 -0.5282 -2.0966
N -0.5805 -0.0483 -3.4572
O -1.3511 0.4256 0.6447
O -0.1026 -1.4157 0.6669
P -0.0280 -0.0224 -0.0909
Cl -2.3219 -2.2003 -0.8919
Cl -1.6754 -0.4365 -5.7862
H -1.6289 3.5878 -0.4183
H -0.6165 3.1895 0.8528
H -0.3625 2.3692 -0.6254
H 2.8114 -3.0328 0.2439
H 2.3919 -1.6368 -0.6769
H 2.5775 -1.4233 1.1507
H -3.0097 1.5870 -0.2105
H -2.6742 1.7574 1.4267
H 0.5781 -3.2625 1.3837
H 0.4685 -3.3183 -0.2165

Here are the natural (NBO) charges for atoms 1 to 8, given in e: 0.274 0.273 -0.648 -0.646 -0.072 -0.082 -0.525 -0.475